The following is a quantum chemistry calculation of a 10-piece molecular cluster, C44H69FIO19 overall in a non-equilibrium geometry, from the OMol25 dataset.

Structure (XYZ):
```
134
Properties=species:S:1:pos:R:3:forces:R:3
I 1.149841 -2.708525 -1.739481 -0.1 0.8 0.4
F -1.581556 -0.037772 2.425589 2.6 0.3 0.0
O -7.311194 -0.660893 2.279646 -0.6 0.3 0.7
O 3.566354 -2.080412 -8.330716 0.7 0.9 1.5
O 0.005992 -7.636183 -3.122983 0.1 0.4 -0.6
O 0.607803 -5.794903 -4.338748 -0.1 -1.6 1.2
O -8.632703 0.113800 3.977891 0.7 -0.9 -1.6
O 11.574779 -3.575566 -4.953011 -1.4 0.9 1.0
O -4.503099 8.573742 3.375587 -2.0 0.5 -0.3
O -0.607140 -2.475653 0.753590 -0.4 -0.5 2.4
O 6.236093 -2.707482 0.546518 0.5 0.7 -0.6
O 10.063099 -2.864238 -3.391151 0.8 -0.3 -0.6
O 6.837903 -0.866202 -0.669246 0.1 -1.5 1.2
O -0.716505 5.926650 0.360036 -2.0 0.6 -0.3
O -6.576208 8.589283 2.409903 0.7 -0.1 0.3
O 4.750675 -0.894795 -6.774355 -0.3 -0.3 -0.8
O 1.920141 1.500067 -1.995152 -1.6 1.2 0.7
O -2.789614 5.942190 -0.605648 0.7 -0.2 0.3
O -2.655747 -3.431372 4.555020 -1.7 1.0 1.3
O -4.167427 -2.720044 6.116880 0.5 -0.2 -0.2
O 0.408461 2.211394 -0.433293 0.8 -0.2 -0.7
C 3.148447 -1.340297 0.217416 0.7 0.7 -1.4
C 0.791779 -6.555205 -3.402653 -0.3 1.7 -1.4
C -7.596018 10.197976 3.755939 -0.6 0.5 0.5
C 1.874075 -7.785877 -1.734609 0.7 -0.3 0.5
C 8.961348 -1.244974 -4.657583 -0.4 0.8 -0.3
C -8.936817 -1.766472 1.024748 -0.4 -0.6 -0.5
C -2.137010 -4.503123 0.942903 0.7 0.5 0.0
C -1.441952 -3.198630 1.725041 -1.3 -0.2 -1.1
C -4.473913 -1.970860 3.910276 -0.1 0.6 -0.1
C -1.827020 6.416695 0.238418 2.0 -0.5 0.1
C 1.871621 -6.419566 -2.372259 0.4 -0.3 0.1
C -5.269177 -1.100781 4.850448 -0.6 0.8 -0.2
C 0.715859 -1.308525 2.656324 -0.4 0.4 -1.0
C -0.693290 3.830658 -1.699725 -0.3 0.7 -0.4
C -0.797252 2.973632 -0.465375 -0.7 0.2 0.5
C 1.516382 -1.417509 0.044080 -0.2 0.0 2.8
C 0.444870 -8.230944 -1.902563 -0.2 -0.5 0.5
C -3.809425 7.550884 0.740389 -0.6 0.3 0.4
C 6.674970 -3.302243 1.766939 -0.3 -0.5 0.5
C 7.021879 -1.626504 0.266848 -0.8 1.3 -1.5
C 3.505623 -1.433596 -4.877182 -0.3 0.0 0.9
C -8.509693 -0.418197 2.887007 -0.1 1.2 1.7
C -3.915683 6.817725 -0.571140 -0.6 0.1 -0.3
C 3.136602 -2.402952 -5.971521 -0.3 0.2 0.3
C -5.373139 -1.957807 6.084798 -0.4 0.2 0.4
C 9.756613 -2.115053 -5.597755 -0.1 0.5 -0.1
C -0.091115 0.111406 2.514800 0.9 0.8 1.5
C 0.759559 -2.223798 1.296859 1.3 0.7 -0.3
C 4.828831 -0.890664 -5.349695 0.2 0.3 0.6
C 8.104176 -2.857176 1.934891 0.7 -0.3 0.5
C -9.636911 -0.855997 2.001636 -0.3 -0.5 -0.2
C 8.857386 -2.102000 -3.423234 -0.7 0.3 0.6
C -6.105387 10.288750 3.963755 -0.3 0.1 0.4
C -5.613613 9.063788 3.253969 2.1 -0.7 0.1
C -7.702275 9.464818 2.444411 -0.7 0.1 -0.4
C -2.318794 7.641657 0.948204 -0.4 0.1 0.4
C 0.101975 2.960579 -2.639897 -0.2 0.5 -0.1
C 10.589315 -2.923649 -4.649625 1.5 -1.4 -0.4
C 0.934676 2.151984 -1.691767 1.6 -1.5 -0.5
C 8.101722 -1.490865 1.297243 0.5 -0.2 0.2
C 3.802210 -1.794376 -7.168505 -0.3 -0.8 -1.8
C 3.689303 0.242286 0.218138 -0.1 -0.5 0.0
C -7.545757 -1.190731 0.975793 0.5 -0.3 -0.7
C -3.641211 -2.779455 4.858406 1.9 -1.5 -1.0
H 6.592121 -4.390779 1.697340 -0.2 0.2 -0.1
H 3.558293 -3.396263 -5.794532 -0.2 0.0 -0.1
H 7.820332 -0.710021 2.009223 0.0 0.1 -0.2
H -8.042137 9.594277 4.555650 0.0 0.1 -0.2
H -4.700937 -0.190542 5.077564 -0.1 -0.1 0.0
H 1.831557 -1.042535 2.974895 -2.3 -0.4 -0.7
H -0.877180 -3.598215 2.668425 -0.9 1.1 -1.9
H 0.362020 -9.319481 -1.972162 -0.2 0.2 -0.1
H 9.529589 -0.334735 -4.430467 -0.1 -0.1 0.0
H -5.452784 -1.355278 6.994323 0.1 -0.3 0.0
H 8.434124 -2.853062 2.977133 -0.1 -0.1 -0.1
H -6.796093 -1.953973 0.747572 0.0 0.3 0.2
H 3.015378 0.841847 0.964304 1.3 -0.9 -1.4
H -9.419225 -1.810525 0.044702 0.2 0.0 0.1
H 0.237429 -1.912947 3.549398 0.9 1.2 -1.8
H -10.063857 0.020673 1.506680 0.0 0.0 0.2
H 7.988736 -0.944744 -5.056379 0.1 0.0 0.1
H 3.642209 -1.828256 -0.753646 -1.0 1.0 2.2
H 0.309057 0.818451 1.654792 -1.2 -1.8 1.5
H -5.680780 11.174735 3.483596 0.1 -0.1 0.1
H -2.350058 -2.473886 1.986020 2.2 -1.5 -0.1
H -2.059187 7.613649 2.008973 0.2 0.1 -0.3
H 9.063834 -1.263312 0.832515 -0.3 0.3 0.0
H -10.400979 -1.390155 2.571097 0.0 0.4 0.0
H 2.833734 -6.192012 -2.836986 -0.3 0.3 0.0
H 3.557526 -1.891761 -3.885950 -0.1 0.2 -0.1
H -6.241789 -0.800549 4.451653 0.2 0.0 0.2
H 5.002431 0.128730 -4.992879 0.1 -0.1 -0.2
H 8.777741 -1.499473 -2.513709 0.0 -0.3 -0.1
H 1.008720 -0.353976 -0.070521 1.2 -2.1 -0.6
H -6.221907 -2.648352 6.041151 0.0 0.0 0.0
H -8.902852 -2.784598 1.431295 0.0 0.1 -0.1
H -0.198844 -7.877284 -1.090329 0.1 0.0 -0.1
H -1.894187 8.527643 0.468045 0.1 -0.1 0.1
H -7.457693 -0.377838 0.247360 0.0 -0.1 0.1
H 0.729758 3.557941 -3.305073 0.0 -0.4 -0.1
H -5.117073 -2.643715 3.336320 0.1 0.0 -0.1
H -5.845780 10.260741 5.024525 0.3 0.1 -0.3
H 0.104409 0.711606 3.527917 -0.7 -1.1 -2.0
H 5.670065 -1.521651 -5.044168 0.0 0.0 0.0
H 10.384395 -1.517691 -6.262931 0.0 -0.4 -0.1
H -4.255545 6.947184 1.540100 0.1 0.2 -0.2
H 2.204024 -7.781763 -0.692368 -0.1 0.0 -0.1
H -1.781519 -4.413117 -0.173845 -0.8 -0.3 2.1
H 8.768918 -3.523814 1.372107 -0.1 0.1 0.1
H 1.590232 -5.638722 -1.660278 0.1 0.1 -0.2
H -4.310063 8.522709 0.732108 0.0 -0.2 0.0
H -8.096656 11.169801 3.747658 0.0 -0.2 -0.1
H 9.113453 -2.787909 -6.171711 0.2 0.0 -0.1
H -3.846130 -1.373497 3.245100 0.0 -0.4 -0.1
H 2.538817 -8.452514 -2.297394 -0.1 0.0 0.1
H -8.625154 8.881439 2.376705 0.3 -0.1 -0.1
H 8.008618 -2.792545 -3.466880 0.1 0.1 0.0
H 3.574357 -1.955645 1.126578 -1.3 1.3 -1.6
H -0.125049 4.740897 -1.472609 -0.2 -0.3 0.0
H -1.665902 4.130890 -2.098521 0.1 0.0 0.2
H -1.646020 2.283088 -0.509022 0.1 0.0 0.0
H 3.604143 0.712365 -0.873644 0.1 -1.1 2.7
H -0.876896 3.576161 0.444150 0.2 -0.3 -0.1
H -0.541185 2.287724 -3.213852 0.2 -0.1 -0.1
H 6.031257 -2.948583 2.579172 0.0 0.0 -0.1
H 2.765543 -0.625045 -4.837946 0.2 -0.1 0.1
H -4.838560 6.234346 -0.638846 0.3 -0.1 -0.1
H -1.691959 -5.487881 1.408868 -1.2 1.8 -1.0
H -3.859193 7.493531 -1.430942 0.0 -0.1 0.0
H 4.814816 0.305990 0.574430 -2.3 -0.2 -0.7
H 2.054322 -2.460081 -6.108698 0.3 -0.3 -0.2
H -7.645787 10.140624 1.584609 0.0 -0.1 0.0
H -3.326721 -4.466418 1.000768 2.6 -0.3 -0.1
```
Positions in Å, forces in eV/Å.

Kohn-Sham gap = 2.89 eV
LUMO level = 0.048 Ha
Energy = -96464.07849 eV
Net charge = -1
HOMO energy = -0.058 Eh